(1)
13 unconnected molecules or ions with the total composition C52H143N13O13 at a distorted geometry. Source: OMol25; level of theory: wB97M-V/def2-TZVPD.

```
221
Properties=species:S:1:pos:R:3:lowdin_charge:R:1
C 3.9908 2.6104 -0.6887 -0.073
C 3.6193 1.9897 -1.9666 -0.419
C 4.0667 0.4696 -2.1402 -0.165
O 3.9828 0.2332 -3.5572 -0.201
C 4.8159 -0.8990 -3.9630 -0.085
N 2.1658 2.0502 -2.1337 0.063
H 5.0691 2.7660 -0.6553 0.087
H 3.8277 1.8307 0.0554 0.052
H 3.4264 3.4903 -0.3801 0.084
H 4.1666 2.5851 -2.6974 0.135
H 3.5096 -0.3068 -1.6159 0.118
H 5.1279 0.5700 -1.9124 0.113
H 5.1512 -0.9211 -4.9999 0.080
H 4.3788 -1.8722 -3.7395 0.072
H 5.7787 -0.8727 -3.4526 0.073
H 1.8955 1.4919 -2.9308 0.064
H 1.8108 1.4458 -1.4065 0.027
C 2.1579 -2.0031 5.2318 -0.041
C 0.6312 -1.8773 5.5100 -0.423
C 0.1922 -2.0709 6.9444 -0.171
O 0.6143 -3.3137 7.5861 -0.185
C 0.3398 -3.3211 8.9772 -0.129
N 0.2548 -0.5718 5.0035 0.063
H 2.7398 -1.1657 5.6168 0.081
H 2.4024 -1.9056 4.1741 0.056
H 2.5730 -2.9684 5.5218 0.073
H 0.1077 -2.6005 4.8847 0.111
H -0.8969 -2.0539 6.9859 0.115
H 0.6624 -1.2246 7.4452 0.127
H 1.0829 -2.7408 9.5241 0.086
H 0.3758 -4.3046 9.4457 0.080
H -0.6870 -3.0455 9.2177 0.080
H 0.4966 -0.4326 4.0328 0.059
H -0.7321 -0.3958 4.8804 0.023
C 0.6308 -5.9146 -1.1436 -0.035
C 0.3673 -6.9963 -0.0529 -0.432
C 1.5019 -7.0879 0.9959 -0.178
O 1.3676 -8.1494 1.9633 -0.189
C 2.2848 -8.1220 3.0575 -0.115
N -0.9208 -6.7455 0.4651 0.055
H 1.5298 -5.9346 -1.7596 0.049
H 0.4901 -4.9046 -0.7586 0.059
H -0.0499 -6.0223 -1.9881 0.070
H 0.2868 -7.9848 -0.5050 0.132
H 1.6053 -6.1519 1.5449 0.119
H 2.3959 -7.2981 0.4088 0.115
H 2.1601 -8.9683 3.7331 0.082
H 2.0559 -7.2902 3.7237 0.078
H 3.3560 -8.0919 2.8583 0.082
H -0.8155 -7.0786 1.4128 0.072
H -1.1171 -5.7607 0.5732 0.026
C 3.3743 8.4656 2.6673 -0.052
C 3.7913 8.2856 1.2194 -0.510
C 2.6133 8.4259 0.2536 -0.140
O 1.6797 7.2922 0.4039 -0.220
C 0.7683 7.0213 -0.6193 -0.116
N 4.7747 9.2129 0.9767 0.032
H 2.7034 9.3096 2.8272 0.081
H 4.1785 8.6687 3.3745 0.079
H 2.8094 7.5865 2.9775 0.055
H 4.2652 7.3251 1.0171 0.147
H 3.0455 8.2995 -0.7390 0.119
H 2.1639 9.4137 0.3554 0.126
H -0.0820 7.6754 -0.4262 0.096
H 0.5415 5.9601 -0.5162 0.072
H 1.1073 7.2496 -1.6298 0.077
H 5.3162 9.0070 0.1494 0.086
H 4.2386 10.0503 0.7995 0.081
C 3.8661 -6.6408 -3.4635 -0.074
C 5.2898 -6.1016 -3.4222 -0.449
C 5.5790 -5.1598 -2.1506 -0.185
O 4.4510 -4.3328 -1.9183 -0.209
C 4.4485 -3.9475 -0.5648 -0.099
N 6.1692 -7.2136 -3.3621 0.024
H 3.4793 -7.0579 -2.5337 0.073
H 3.8599 -7.3831 -4.2617 0.081
H 3.2391 -5.7755 -3.6785 0.070
H 5.4599 -5.4677 -4.2924 0.134
H 6.5068 -4.7102 -2.5044 0.119
H 5.8382 -5.8669 -1.3626 0.115
H 4.4876 -4.8536 0.0398 0.081
H 3.4972 -3.4685 -0.3335 0.081
H 5.3750 -3.3762 -0.5074 0.095
H 6.0849 -7.6725 -4.2579 0.072
H 5.5601 -7.8611 -2.8827 0.065
C -3.5612 -4.4826 -1.3819 -0.053
C -4.0619 -4.3326 0.0823 -0.411
C -3.1059 -3.5248 0.9863 -0.175
O -1.8428 -4.1427 1.3268 -0.227
C -1.4268 -4.0071 2.7309 -0.068
N -5.3806 -3.6843 0.0882 0.049
H -2.6847 -5.1114 -1.2254 0.060
H -3.1781 -3.5124 -1.6981 0.058
H -4.2426 -5.0047 -2.0537 0.081
H -4.0143 -5.3613 0.4397 0.133
H -3.6416 -3.4334 1.9312 0.110
H -3.0785 -2.5015 0.6117 0.112
H -1.3502 -2.9321 2.8941 0.056
H -0.3712 -4.2402 2.8703 0.080
H -2.0260 -4.4470 3.5282 0.095
H -5.9143 -4.1165 -0.6524 0.070
H -5.1898 -2.6990 -0.0253 0.050
C -0.3418 -1.8950 -1.4881 -0.025
C 0.3518 -0.7051 -0.6873 -0.375
C -0.6799 0.4218 -0.3747 -0.202
O -0.0079 1.6171 -0.2337 -0.197
C -0.7676 2.6549 0.3225 -0.098
N 0.8578 -1.1708 0.5566 0.079
H 0.3481 -2.7370 -1.5442 0.055
H -0.7292 -1.6082 -2.4658 0.057
H -1.2023 -2.1910 -0.8881 0.062
H 1.1184 -0.3780 -1.3898 0.106
H -1.3822 0.1262 0.4048 0.121
H -1.4588 0.5949 -1.1173 0.115
H -0.5451 3.4963 -0.3337 0.085
H -0.3807 2.9293 1.3039 0.054
H -1.8468 2.5139 0.3833 0.083
H 1.1220 -2.1456 0.5483 0.066
H 0.0989 -1.1671 1.2231 0.069
C 2.7931 3.3067 4.1017 -0.069
C 2.6784 3.0448 2.6370 -0.434
C 1.9782 1.7214 2.3780 -0.224
O 2.6353 0.6168 2.8785 -0.188
C 3.8622 0.2697 2.3306 -0.113
N 1.8859 4.1206 2.0367 0.064
H 1.9081 2.9379 4.6202 0.080
H 2.7633 4.3392 4.4495 0.076
H 3.7127 2.8646 4.4851 0.080
H 3.7024 3.1979 2.2962 0.125
H 1.6545 1.6289 1.3413 0.101
H 1.0259 1.7207 2.9083 0.119
H 4.3104 -0.5895 2.8296 0.087
H 4.5305 1.1267 2.2466 0.084
H 3.7165 -0.1335 1.3285 0.068
H 1.1302 4.1933 2.7028 0.021
H 2.3042 5.0340 1.9325 0.062
C -1.1699 3.7192 -5.2279 -0.090
C -0.1663 4.7442 -4.8723 -0.403
C -0.5394 5.5510 -3.5524 -0.237
O -1.7990 6.0915 -3.5731 -0.176
C -2.5532 5.6554 -2.4593 -0.083
N 1.1995 4.1518 -4.9295 0.051
H -0.9094 3.2378 -6.1705 0.079
H -2.2227 3.9835 -5.3267 0.079
H -1.3193 2.8686 -4.5629 0.065
H -0.1387 5.5336 -5.6234 0.131
H 0.0750 6.4513 -3.5446 0.106
H -0.2215 5.0397 -2.6437 0.105
H -2.8448 4.6167 -2.6149 0.082
H -3.4023 6.3336 -2.5438 0.098
H -1.9697 5.7154 -1.5406 0.066
H 1.8449 4.8530 -4.5949 0.060
H 1.2491 3.4144 -4.2411 0.036
C -2.8363 -3.8271 -7.4072 -0.036
C -2.4676 -5.0256 -6.4818 -0.449
C -2.8479 -4.7869 -4.9653 -0.132
O -2.0394 -3.7118 -4.3897 -0.270
C -0.6192 -3.8476 -4.5206 -0.075
N -3.0285 -6.2204 -7.0064 0.029
H -2.5078 -4.0088 -8.4305 0.077
H -2.3410 -2.9204 -7.0597 0.060
H -3.9103 -3.6801 -7.2934 0.080
H -1.4003 -5.2359 -6.5506 0.117
H -2.7695 -5.6312 -4.2804 0.118
H -3.8336 -4.3388 -4.8397 0.106
H -0.0437 -3.3780 -3.7229 0.068
H -0.3339 -3.4218 -5.4826 0.083
H -0.3515 -4.8741 -4.7708 0.081
H -2.5625 -6.9857 -6.5402 0.075
H -3.9830 -6.2463 -6.6775 0.074
C -0.2101 7.2762 3.1709 -0.056
C -1.1533 6.1202 3.1454 -0.436
C -1.5722 5.5567 1.7055 -0.118
O -2.5672 6.4138 1.0470 -0.169
C -3.8079 6.5075 1.6680 -0.144
N -0.5859 5.0515 3.9186 0.043
H -0.0553 7.5913 4.2028 0.084
H -0.4837 8.1734 2.6157 0.090
H 0.7078 6.9475 2.6836 0.049
H -2.0483 6.4082 3.6969 0.121
H -1.9888 4.5683 1.9000 0.082
H -0.6801 5.2457 1.1620 0.084
H -4.5437 6.7834 0.9126 0.090
H -4.0014 7.1631 2.5170 0.085
H -4.2362 5.5766 2.0398 0.065
H -0.4745 5.5122 4.8105 0.083
H -1.2308 4.2886 4.0673 0.053
C -3.3650 -0.0866 -5.1737 -0.045
C -3.4901 -0.7533 -3.8024 -0.414
C -4.1760 0.1840 -2.7787 -0.229
O -4.2052 -0.4113 -1.5081 -0.192
C -4.7662 0.4947 -0.5451 -0.096
N -4.1430 -2.0783 -3.8681 0.072
H -2.4228 0.4449 -5.3074 0.071
H -4.2659 0.4240 -5.5140 0.080
H -3.3516 -0.8821 -5.9187 0.057
H -2.5021 -0.8286 -3.3481 0.105
H -5.1634 0.4143 -3.1789 0.126
H -3.6499 1.1371 -2.8324 0.120
H -4.9092 0.0023 0.4168 0.062
H -5.7638 0.8365 -0.8208 0.099
H -4.1020 1.3397 -0.3638 0.067
H -3.2917 -2.6119 -3.9715 0.010
H -4.6052 -2.1139 -2.9708 0.050
C -4.8771 1.5995 2.5903 -0.029
C -3.8532 1.8621 3.7972 -0.376
C -2.4795 1.1380 3.9534 -0.177
O -2.4030 -0.2843 3.5930 -0.236
C -3.2179 -1.2293 4.4364 -0.036
N -3.7609 3.3320 3.9818 0.047
H -5.3682 0.6286 2.5236 0.066
H -4.3203 1.7252 1.6618 0.038
H -5.6111 2.4005 2.6777 0.074
H -4.3275 1.4285 4.6776 0.116
H -2.0661 1.4198 4.9218 0.120
H -1.8166 1.6492 3.2554 0.101
H -3.0139 -1.0787 5.4965 0.083
H -3.1627 -2.2856 4.1735 0.063
H -4.2520 -0.9422 4.2459 0.072
H -3.8165 3.7132 3.0482 0.029
H -4.5682 3.6605 4.4921 0.078
```

Output
**Maximum force**: 3.5 eV/A
**DFT total energy**: -102217.6694 eV
**ΔE to the lowest compared entry with this formula, charge and spin**: 8.438 eV
**Lowest unoccupied orbital energy**: 0.32 eV

***

(2)
13 unconnected molecules or ions with the total composition C52H143N13O13 at a distorted geometry. Source: OMol25; level of theory: wB97M-V/def2-TZVPD.

```
221
Properties=species:S:1:pos:R:3:lowdin_charge:R:1
C -17.3176 -3.2916 -18.3218 -0.050
C -17.3408 -4.4111 -17.2660 -0.420
C -18.3227 -4.2443 -16.0321 -0.101
O -18.4472 -2.9070 -15.4315 -0.255
C -17.3990 -2.5127 -14.6744 -0.155
N -17.5300 -5.6702 -17.9224 0.024
H -18.3112 -2.9200 -18.5722 0.083
H -17.0066 -3.5710 -19.3284 0.078
H -16.6887 -2.4730 -17.9718 0.046
H -16.3022 -4.4961 -16.9465 0.125
H -18.0704 -4.9793 -15.2678 0.121
H -19.3166 -4.5654 -16.3440 0.117
H -17.6406 -1.5162 -14.3046 0.088
H -16.5010 -2.4998 -15.2920 0.092
H -17.2740 -3.0997 -13.7646 0.086
H -17.1711 -5.4923 -18.8496 0.060
H -18.4906 -5.8532 -18.1753 0.075
C -22.7117 -0.3463 -16.5264 -0.015
C -21.2150 -0.6478 -16.3348 -0.434
C -20.5873 0.3339 -15.3940 -0.288
O -20.6635 1.5942 -15.8403 -0.147
C -20.1044 2.5391 -14.9135 -0.057
N -21.0745 -1.9400 -15.8315 0.054
H -23.1902 -0.3785 -15.5476 0.068
H -23.1719 -1.0751 -17.1936 0.058
H -22.8002 0.6493 -16.9614 0.068
H -20.6900 -0.6288 -17.2899 0.131
H -19.5851 0.0307 -15.0910 0.111
H -21.0468 0.2525 -14.4089 0.110
H -20.7796 2.5478 -14.0578 0.061
H -20.0872 3.5244 -15.3793 0.090
H -19.1332 2.3722 -14.4476 0.065
H -21.3302 -1.9894 -14.8556 0.061
H -20.0778 -2.1035 -15.8338 0.053
C -18.0771 1.0858 -11.0968 -0.046
C -17.7072 2.0572 -9.9492 -0.402
C -16.1877 1.9935 -9.5930 -0.163
O -15.9645 2.7772 -8.3989 -0.197
C -14.7639 2.5384 -7.7304 -0.135
N -18.0377 3.4152 -10.3514 0.045
H -18.0508 1.5390 -12.0878 0.065
H -19.1206 0.8555 -10.8824 0.056
H -17.5726 0.1206 -11.0535 0.051
H -18.2168 1.8374 -9.0110 0.130
H -15.5540 2.4096 -10.3762 0.115
H -15.9281 0.9600 -9.3635 0.108
H -14.8206 3.0474 -6.7682 0.089
H -13.9445 2.9953 -8.2852 0.079
H -14.5343 1.4815 -7.5943 0.080
H -17.4495 3.7355 -11.1074 0.006
H -18.9739 3.4403 -10.7296 0.056
C -20.8524 8.3676 -15.7906 -0.083
C -21.6000 8.2714 -17.0613 -0.494
C -22.2578 6.9036 -17.3121 -0.190
O -21.2372 5.9580 -17.5534 -0.179
C -21.6138 4.7192 -18.1200 -0.105
N -22.5451 9.3092 -17.1264 0.039
H -20.0107 7.6941 -15.6294 0.080
H -21.4733 8.3253 -14.8958 0.078
H -20.3373 9.3281 -15.8052 0.077
H -20.7688 8.4541 -17.7424 0.135
H -22.9368 6.9864 -18.1608 0.115
H -22.9800 6.6653 -16.5312 0.127
H -22.4952 4.3021 -17.6329 0.086
H -20.8153 3.9772 -18.1229 0.072
H -21.9508 4.8578 -19.1473 0.084
H -22.1216 10.2244 -17.1819 0.082
H -23.1336 9.2214 -17.9425 0.074
C -24.3461 -5.2316 -17.7918 -0.079
C -23.7668 -4.0963 -17.0139 -0.424
C -23.8374 -4.3405 -15.4388 -0.182
O -25.1782 -4.4158 -14.9834 -0.179
C -25.2593 -4.7089 -13.5668 -0.091
N -22.3852 -3.9498 -17.4542 0.034
H -25.3195 -5.4863 -17.3728 0.075
H -23.6567 -6.0617 -17.6378 0.076
H -24.3884 -5.1692 -18.8792 0.063
H -24.3012 -3.1962 -17.3177 0.109
H -23.3042 -3.4786 -15.0376 0.094
H -23.2951 -5.2404 -15.1487 0.118
H -24.5688 -5.5005 -13.2757 0.079
H -26.2246 -4.9379 -13.1155 0.082
H -24.9682 -3.8392 -12.9778 0.064
H -21.8112 -3.2856 -16.9548 0.004
H -22.3540 -3.5147 -18.3652 0.014
C -16.5542 3.9729 -14.2318 -0.047
C -15.7209 4.5733 -13.1005 -0.404
C -14.7029 5.6938 -13.6119 -0.174
O -13.5669 5.1679 -14.2976 -0.180
C -12.7317 4.3738 -13.4958 -0.124
N -16.6008 5.1289 -12.0879 0.017
H -16.8712 2.9340 -14.1405 0.054
H -15.8279 3.8384 -15.0333 0.073
H -17.3483 4.5917 -14.6497 0.083
H -15.2050 3.8173 -12.5085 0.116
H -14.4477 6.3717 -12.7974 0.110
H -15.1560 6.4460 -14.2577 0.124
H -13.1453 3.3656 -13.4766 0.084
H -12.4869 4.7899 -12.5186 0.092
H -11.7384 4.2660 -13.9315 0.085
H -17.0151 5.9038 -12.5859 0.082
H -16.0795 5.5754 -11.3470 0.091
C -29.2944 2.1014 -22.1498 -0.055
C -28.3259 1.2693 -21.2079 -0.422
C -27.2160 2.1560 -20.6177 -0.183
O -26.4072 1.5240 -19.5880 -0.201
C -25.4851 2.3766 -18.9227 -0.101
N -29.0917 0.7861 -20.0869 0.028
H -28.7186 2.5582 -22.9547 0.063
H -29.7633 2.9658 -21.6796 0.072
H -30.0641 1.4967 -22.6294 0.069
H -27.9154 0.4174 -21.7500 0.123
H -27.6838 3.0604 -20.2286 0.121
H -26.6575 2.6162 -21.4328 0.121
H -24.9163 1.7917 -18.2000 0.077
H -26.0118 3.1786 -18.4054 0.090
H -24.6736 2.8236 -19.4971 0.073
H -28.3559 0.5091 -19.4529 0.054
H -29.6164 -0.0732 -20.1664 0.073
C -21.6715 5.5708 -12.8977 -0.043
C -22.4951 6.0977 -11.6797 -0.410
C -23.9932 5.7730 -11.7227 -0.158
O -24.8230 6.2540 -10.6166 -0.186
C -24.8574 7.6245 -10.4161 -0.148
N -21.8147 5.5205 -10.5337 0.061
H -20.6235 5.8692 -12.9238 0.073
H -21.9976 5.8764 -13.8919 0.056
H -21.5907 4.4936 -13.0438 0.050
H -22.5119 7.1811 -11.5609 0.119
H -24.0387 4.6842 -11.7011 0.110
H -24.4844 6.0280 -12.6618 0.123
H -25.6408 7.8953 -9.7083 0.093
H -25.0535 8.1135 -11.3703 0.084
H -23.9091 8.1135 -10.1933 0.077
H -22.5089 5.7378 -9.8330 0.065
H -21.8741 4.5221 -10.6741 0.021
C -25.9492 -3.9226 -23.4207 -0.052
C -26.3131 -4.5814 -22.0775 -0.414
C -26.4914 -3.5971 -20.9003 -0.218
O -25.2787 -2.9669 -20.5666 -0.227
C -25.4928 -1.8070 -19.7291 -0.062
N -27.5121 -5.3950 -22.3354 0.028
H -25.7937 -4.6970 -24.1718 0.078
H -25.0393 -3.3338 -23.3042 0.057
H -26.6618 -3.1848 -23.7894 0.077
H -25.5282 -5.2528 -21.7292 0.134
H -26.9558 -4.1296 -20.0703 0.122
H -27.2482 -2.8806 -21.2198 0.117
H -24.4984 -1.4581 -19.4506 0.066
H -26.1383 -1.9928 -18.8706 0.098
H -25.9730 -0.9926 -20.2715 0.073
H -27.9564 -5.9807 -21.6428 0.069
H -28.2062 -4.7447 -22.6750 0.063
C -22.2121 -1.8315 -22.4973 -0.052
C -21.7362 -1.9720 -21.0533 -0.401
C -21.8776 -0.5807 -20.2606 -0.180
O -20.9482 0.3901 -20.6218 -0.183
C -21.1378 1.6070 -19.9706 -0.117
N -22.3995 -3.0231 -20.3669 0.046
H -21.6921 -1.0478 -23.0482 0.077
H -23.2776 -1.6020 -22.4961 0.070
H -22.1146 -2.7412 -23.0898 0.074
H -20.6894 -2.2555 -20.9446 0.133
H -21.7233 -0.6966 -19.1878 0.096
H -22.8486 -0.1309 -20.4675 0.114
H -20.5336 2.3128 -20.5404 0.085
H -20.7580 1.4937 -18.9552 0.086
H -22.1118 2.0793 -20.0983 0.080
H -23.4034 -2.9365 -20.4358 0.034
H -22.1707 -3.8049 -20.9640 0.092
C -23.7476 -0.6936 -12.3845 -0.038
C -23.7309 0.5981 -11.5248 -0.415
C -22.3797 1.3978 -11.7058 -0.168
O -22.3164 2.5823 -10.9461 -0.238
C -22.0690 2.3913 -9.5796 -0.094
N -24.8905 1.4705 -11.6489 0.048
H -22.9718 -1.4470 -12.2477 0.055
H -23.7184 -0.3756 -13.4267 0.059
H -24.6659 -1.2060 -12.0978 0.070
H -23.7945 0.2599 -10.4906 0.112
H -22.2474 1.7020 -12.7441 0.107
H -21.5662 0.7189 -11.4499 0.113
H -22.5596 1.4885 -9.2159 0.083
H -22.5579 3.1546 -8.9743 0.097
H -20.9915 2.2933 -9.4472 0.088
H -24.7227 2.2651 -11.0485 0.057
H -25.6647 1.0366 -11.1667 0.071
C -20.6906 -4.2978 -12.9534 -0.020
C -20.3991 -3.0840 -12.0107 -0.410
C -19.1671 -3.3456 -11.0831 -0.160
O -18.9392 -2.1385 -10.3361 -0.203
C -17.7344 -2.2007 -9.6053 -0.130
N -20.1994 -1.9584 -12.8543 0.072
H -21.6812 -4.1921 -13.3958 0.056
H -20.6056 -5.2279 -12.3915 0.081
H -20.0390 -4.3028 -13.8272 0.059
H -21.2992 -2.9312 -11.4152 0.127
H -18.3068 -3.5617 -11.7165 0.112
H -19.2971 -4.1675 -10.3791 0.126
H -16.8703 -2.1415 -10.2671 0.082
H -17.5008 -3.0946 -9.0269 0.087
H -17.6343 -1.3462 -8.9361 0.085
H -19.6928 -1.4084 -12.1755 0.062
H -19.5161 -2.2316 -13.5461 0.033
C -16.6559 0.4042 -16.5742 -0.047
C -17.1792 0.7042 -17.9577 -0.439
C -17.2920 2.2250 -18.1578 -0.205
O -17.9066 2.5119 -19.3826 -0.195
C -17.8824 3.8969 -19.7116 -0.093
N -16.3106 0.1860 -18.9627 0.050
H -17.4463 0.6368 -15.8606 0.060
H -15.7079 0.8245 -16.2386 0.093
H -16.6534 -0.6829 -16.4944 0.041
H -18.0904 0.1239 -18.1030 0.135
H -16.3203 2.7177 -18.1234 0.125
H -17.7992 2.7987 -17.3822 0.114
H -18.5170 4.4548 -19.0231 0.079
H -18.3585 3.9815 -20.6884 0.084
H -16.8894 4.3181 -19.8686 0.091
H -16.2490 -0.8197 -18.8928 0.039
H -16.8999 0.1797 -19.7830 0.079
```

Output
**Maximum force**: 3.5 eV/A
**DFT total energy**: -102220.3587 eV
**ΔE to the lowest compared entry with this formula, charge and spin**: 5.749 eV
**Lowest unoccupied orbital energy**: 0.43 eV

***

Q: Among the records above, which one has the lowest ΔE to the lowest compared entry with this formula, charge and spin?
A: number 2

***

Q: The highest ΔE to the lowest compared entry with this formula, charge and spin belongs to which entry?
A: number 1

***

Q: What is the ΔE to the lowest compared entry with this formula, charge and spin in the second record?
A: 5.749 eV